# 1
Entry from the OMol25 dataset: a single C23H24FN3O4 molecule in a non-equilibrium geometry (ωB97M-V/def2-TZVPD).

XYZ file:
```
55
Properties=species:S:1:pos:R:3:nbo_charge:R:1
C 3.1168 1.9281 -1.5511 -0.253
O 3.3020 0.5521 -1.3260 -0.523
C 2.2356 -0.2089 -0.9320 0.282
C 0.9423 0.2765 -0.8776 -0.241
C -0.1502 -0.5181 -0.4965 -0.150
C -1.4442 0.0971 -0.4784 0.001
C -2.6591 -0.4095 -0.1446 -0.316
C -2.9128 -1.7234 0.2773 0.267
N -3.2045 -2.7790 0.6307 -0.316
C -3.8269 0.5252 -0.2330 0.686
O -3.6895 1.6774 -0.5912 -0.615
N -5.0157 -0.0395 0.1215 -0.597
C -6.2745 0.5562 0.1523 0.059
C -6.5286 1.8783 -0.2021 -0.217
C -7.8156 2.3823 -0.1382 -0.211
C -8.8719 1.5898 0.2762 -0.211
C -8.6422 0.2711 0.6334 -0.292
C -7.3581 -0.2229 0.5669 0.425
F -7.1265 -1.5135 0.9157 -0.337
C 0.0952 -1.8538 -0.1645 -0.159
C 1.3781 -2.3447 -0.2041 -0.241
C 2.4720 -1.5567 -0.5717 0.288
O 3.6509 -2.2203 -0.5708 -0.482
C 4.9018 -1.5618 -0.6194 -0.071
C 5.1922 -0.7870 0.6733 -0.239
N 6.2332 0.1993 0.4667 -0.442
C 6.2520 1.2083 1.5133 -0.247
C 7.2953 2.2691 1.1632 -0.072
O 8.5771 1.7044 1.0290 -0.520
C 8.5708 0.7070 0.0362 -0.072
C 7.5562 -0.3929 0.3506 -0.255
H 2.4706 2.1134 -2.4149 0.180
H 4.1122 2.3194 -1.7551 0.208
H 2.7045 2.4302 -0.6704 0.178
H 0.7482 1.3024 -1.1480 0.220
H -1.4747 1.1413 -0.7751 0.241
H -5.0031 -1.0132 0.4057 0.426
H -5.7103 2.4993 -0.5250 0.258
H -7.9913 3.4098 -0.4173 0.217
H -9.8721 1.9910 0.3232 0.217
H -9.4401 -0.3761 0.9610 0.231
H -0.7131 -2.5020 0.1280 0.232
H 1.5817 -3.3714 0.0552 0.233
H 4.9667 -0.8774 -1.4677 0.206
H 5.6149 -2.3784 -0.7560 0.187
H 5.4363 -1.4932 1.4862 0.173
H 4.2817 -0.2537 0.9576 0.205
H 5.2666 1.6748 1.5735 0.203
H 6.4986 0.7696 2.4964 0.170
H 7.3691 3.0150 1.9564 0.195
H 7.0043 2.7603 0.2222 0.163
H 9.5828 0.3003 0.0033 0.195
H 8.3223 1.1532 -0.9386 0.165
H 7.5541 -1.1206 -0.4613 0.203
H 7.8501 -0.9019 1.2861 0.170
```

## Properties
Kohn-Sham gap = 7.6 eV
Total energy = -1455.8932 Eh
HOMO = -8.3 eV
ΔE to the lowest compared entry with this formula, charge and spin = 0.0 kcal/mol

---

# 2
Entry from the OMol25 dataset: a single C23H24FNO3 molecule (ωB97M-V/def2-TZVPD).

XYZ file:
```
52
Properties=species:S:1:pos:R:3:nbo_charge:R:1
C -5.4981 -0.9277 0.7796 -0.240
O -4.3838 -1.3669 0.0361 -0.515
C -3.4380 -0.4903 -0.4062 0.313
C -2.6065 -1.0006 -1.4000 -0.238
C -1.5688 -0.2632 -1.9286 -0.223
C -1.3427 1.0320 -1.4880 -0.042
C -0.1404 1.7987 -1.9780 -0.233
N 1.1054 1.2968 -1.4042 -0.635
C 1.2195 1.5210 0.0290 -0.232
C 1.9253 0.3771 0.7918 0.203
O 1.9482 0.7063 2.1727 -0.703
C 3.3835 0.1886 0.4109 -0.055
C 3.9729 0.8195 -0.6751 -0.168
C 5.3122 0.6058 -0.9578 -0.228
C 6.0739 -0.2303 -0.1610 -0.212
C 5.4893 -0.8596 0.9253 -0.212
C 4.1522 -0.6534 1.2073 -0.187
C 1.1275 -0.9001 0.5322 -0.074
C -0.0695 -1.1336 1.2005 -0.133
C -0.8302 -2.2566 0.9344 -0.287
C -0.3861 -3.1465 -0.0246 0.398
F -1.1221 -4.2430 -0.2975 -0.326
C 0.7931 -2.9399 -0.7144 -0.281
C 1.5451 -1.8143 -0.4296 -0.208
C -2.1728 1.5546 -0.5054 -0.299
C -3.2116 0.8193 0.0531 0.217
O -4.0172 1.3096 1.0547 -0.512
C -3.8859 2.6562 1.4328 -0.248
H -6.1518 -1.7972 0.8500 0.188
H -5.2169 -0.6010 1.7828 0.184
H -6.0265 -0.1174 0.2719 0.177
H -2.8025 -2.0057 -1.7377 0.228
H -0.9373 -0.6937 -2.6917 0.213
H -0.0497 1.7048 -3.0636 0.207
H -0.2224 2.8593 -1.7276 0.194
H 1.1636 0.3005 -1.5967 0.367
H 0.2257 1.6329 0.4925 0.179
H 1.7750 2.4517 0.1966 0.203
H 1.0503 0.8826 2.4738 0.466
H 3.3867 1.4647 -1.3094 0.232
H 5.7619 1.0998 -1.8069 0.211
H 7.1184 -0.3914 -0.3847 0.211
H 6.0761 -1.5140 1.5532 0.212
H 3.6920 -1.1377 2.0547 0.225
H -0.4303 -0.4378 1.9444 0.195
H -1.7593 -2.4407 1.4489 0.234
H 1.1131 -3.6515 -1.4591 0.230
H 2.4741 -1.6517 -0.9558 0.233
H -1.9991 2.5670 -0.1732 0.217
H -4.0372 3.3321 0.5852 0.179
H -2.9112 2.8580 1.8903 0.173
H -4.6673 2.8267 2.1723 0.201
```

## Properties
Kohn-Sham gap = 8.6 eV
Total energy = -1271.1447 Eh
HOMO = -8.1 eV
ΔE to the lowest compared entry with this formula, charge and spin = 7.6 kcal/mol

---

# 3
Entry from the OMol25 dataset: a 2-piece molecular cluster, C23H24INO4 overall (ωB97M-V/def2-TZVPD).

XYZ file:
```
53
Properties=species:S:1:pos:R:3:nbo_charge:R:1
C 4.1370 -2.9101 -0.9863 -0.236
C 4.0256 -2.4192 -2.0751 -0.012
C 3.6656 -1.8119 -3.3547 -0.490
C 3.8723 -0.2838 -3.3808 -0.381
C 3.4423 0.4675 -2.1093 -0.433
C 2.1243 0.0613 -1.4908 0.032
C 1.9758 0.1810 -0.1048 -0.195
C 0.8115 -0.1855 0.5434 -0.151
C -0.2448 -0.6985 -0.2067 -0.163
C -0.1200 -0.7982 -1.5816 -0.036
C 1.0474 -0.4177 -2.2236 -0.209
C -1.2736 -1.3337 -2.3647 0.537
O -1.3936 -1.0487 -3.5332 -0.509
C -2.2352 -2.2172 -1.6308 -0.185
C -3.0211 -3.1680 -2.2817 -0.102
I -2.9759 -3.5282 -4.3537 0.190
C -3.8914 -3.9662 -1.5582 -0.223
C -4.0069 -3.8459 -0.1871 -0.185
C -3.2285 -2.9206 0.4991 0.170
N -3.3978 -2.8597 1.9188 -0.846
C -2.3539 -2.1082 -0.2292 -0.080
C -1.4971 -1.1047 0.4855 0.553
O -1.7716 -0.6309 1.5679 -0.547
H 4.2449 -3.3481 -0.0236 0.235
H 2.6412 -2.0673 -3.6223 0.236
H 4.2837 -2.2430 -4.1469 0.239
H 3.3846 0.1576 -4.2499 0.211
H 4.9455 -0.1150 -3.4907 0.216
H 3.3399 1.5252 -2.3778 0.228
H 4.2139 0.4293 -1.3419 0.222
H 2.8046 0.5652 0.4793 0.216
H 0.7300 -0.0723 1.6155 0.235
H 1.1170 -0.5103 -3.2991 0.229
H -4.5019 -4.6946 -2.0753 0.231
H -4.6811 -4.4811 0.3691 0.235
H -2.5805 -3.2153 2.3972 0.374
H -3.5574 -1.9068 2.2122 0.392
C 0.5627 4.4642 1.5923 -0.254
O 0.7974 3.9435 2.8877 -0.553
C -0.0795 4.4669 3.8746 -0.088
C -1.1966 3.4995 4.1989 -0.087
O -2.0682 3.3157 3.0975 -0.556
C -1.8122 2.1151 2.3803 -0.254
H 1.1273 3.8562 0.8864 0.188
H -0.4961 4.4216 1.3264 0.182
H 0.9121 5.5003 1.5236 0.166
H -0.4928 5.4282 3.5546 0.174
H 0.5151 4.6380 4.7778 0.182
H -1.7935 3.9076 5.0210 0.183
H -0.7802 2.5410 4.5255 0.173
H -2.1551 1.2502 2.9449 0.182
H -0.7490 2.0074 2.1562 0.175
H -2.3661 2.1682 1.4441 0.189
```

## Properties
Kohn-Sham gap = 8.0 eV
Total energy = -1544.1451 Eh
HOMO = -9.0 eV

---

# 4
Entry from the OMol25 dataset: a 2-piece molecular cluster, C23H24N2O3 overall in a non-equilibrium geometry (ωB97M-V/def2-TZVPD).

XYZ file:
```
52
Properties=species:S:1:pos:R:3:nbo_charge:R:1
C -0.8030 3.0384 -5.4351 -0.257
O -1.0621 3.6540 -4.1532 -0.493
C -0.8454 2.9187 -3.0325 0.332
C -0.2821 1.6172 -3.0434 -0.339
C -0.0104 0.9871 -1.8388 -0.060
C -0.3554 1.5779 -0.6037 -0.172
C -0.0229 0.9268 0.6538 0.068
C 1.2743 0.6320 0.9757 -0.383
C 1.6781 0.0474 2.2890 0.561
O 0.9348 -0.3297 3.1940 -0.572
C 3.1581 -0.0867 2.2423 -0.150
C 4.0349 -0.6118 3.1923 -0.163
C 5.3847 -0.7580 2.8518 -0.200
C 5.8475 -0.3824 1.5705 -0.193
C 4.9686 0.1821 0.6408 -0.208
C 3.6298 0.3268 0.9917 -0.049
C 2.5170 0.8616 0.1587 0.608
O 2.6719 1.3717 -0.9465 -0.567
C -0.9989 2.8357 -0.6166 -0.150
C -1.2043 3.5158 -1.7983 -0.272
H -1.1485 3.7828 -6.1538 0.204
H 0.2713 2.8412 -5.5744 0.185
H -1.3683 2.1007 -5.5461 0.181
H -0.0203 1.1299 -3.9886 0.221
H 0.4662 0.0083 -1.8511 0.206
H -0.7204 1.0276 1.4824 0.230
H 3.6510 -0.8921 4.1703 0.230
H 6.0916 -1.1630 3.5787 0.219
H 6.8988 -0.5234 1.3103 0.219
H 5.2906 0.5035 -0.3470 0.233
H -1.2901 3.2803 0.3352 0.215
H -1.6248 4.5223 -1.8167 0.228
C -2.3248 -1.0955 -0.4871 -0.261
C -3.1820 -2.3387 -0.4464 -0.257
N -3.0741 -2.9816 0.8900 -0.408
C -1.6573 -3.3576 1.1454 -0.256
C -0.7897 -2.1227 1.0958 -0.275
N -1.6020 -0.8945 0.8109 -0.396
C -2.6508 -0.7836 1.9001 -0.269
C -3.5237 -2.0153 1.9338 -0.256
H -1.5582 -1.1624 -1.2682 0.204
H -2.9286 -0.1951 -0.6612 0.205
H -4.2342 -2.0915 -0.6203 0.201
H -2.8478 -3.0623 -1.1978 0.200
H -1.6001 -3.8334 2.1306 0.203
H -1.3469 -4.0731 0.3762 0.199
H -0.2909 -1.9336 2.0527 0.233
H -0.0271 -2.1899 0.3076 0.199
H -2.1035 -0.6482 2.8406 0.218
H -3.2413 0.1143 1.6778 0.199
H -4.5681 -1.7601 1.7217 0.200
H -3.4612 -2.5177 2.9060 0.204
```

## Properties
Kohn-Sham gap = 7.6 eV
Total energy = -1226.0061 Eh
HOMO = -7.9 eV
ΔE to the lowest compared entry with this formula, charge and spin = 104.1 kcal/mol

---

# 5
Entry from the OMol25 dataset: a single C23H24N2O5 molecule (ωB97M-V/def2-TZVPD).

XYZ file:
```
54
Properties=species:S:1:pos:R:3:nbo_charge:R:1
C 4.6658 2.8334 4.7802 -0.635
C 3.8643 1.6208 5.2302 -0.074
O 2.4660 1.8214 5.0239 -0.492
C 1.9830 1.5701 3.8048 0.795
O 2.6450 1.1495 2.8889 -0.594
C 0.5374 1.9242 3.7660 -0.290
C 0.2270 3.0294 4.5936 0.273
N -0.0375 3.9363 5.2442 -0.309
C -0.4961 1.3511 3.0993 -0.016
C -0.5902 0.1965 2.2443 -0.143
C 0.4892 -0.4592 1.6543 -0.113
C 0.2899 -1.5741 0.8601 -0.329
C -0.9844 -2.0722 0.6388 0.353
O -1.2902 -3.1671 -0.1096 -0.496
C -0.2513 -3.8359 -0.7868 -0.166
C 0.3648 -3.0176 -1.9391 0.650
O 1.4793 -3.2535 -2.3480 -0.603
N -0.4877 -2.0762 -2.3943 -0.630
C -0.2872 -1.0948 -3.3764 0.198
C 0.7528 -1.1813 -4.2926 -0.231
C 0.9120 -0.2031 -5.2556 -0.209
C 0.0397 0.8736 -5.3280 -0.022
C 0.1903 1.9211 -6.3887 -0.624
C -0.9925 0.9495 -4.4013 -0.200
C -1.1740 -0.0113 -3.4203 -0.045
C -2.2877 0.1245 -2.4206 -0.647
C -2.0979 -1.3980 1.1977 0.235
O -3.3128 -1.9224 0.8776 -0.486
C -4.4646 -1.3205 1.4163 -0.252
C -1.8879 -0.2847 1.9806 -0.248
H 4.3041 3.7271 5.2831 0.217
H 4.5675 2.9683 3.7056 0.222
H 5.7144 2.6866 5.0219 0.218
H 3.9678 1.4553 6.3042 0.195
H 4.1809 0.7279 4.6807 0.198
H -1.4579 1.8201 3.2913 0.218
H 1.4898 -0.0886 1.7919 0.250
H 1.1462 -2.0453 0.4050 0.234
H 0.5486 -4.1544 -0.1096 0.207
H -0.7160 -4.7305 -1.2130 0.224
H -1.3811 -2.0280 -1.9208 0.415
H 1.4365 -2.0117 -4.2382 0.247
H 1.7263 -0.2820 -5.9605 0.210
H 1.2255 1.9988 -6.7116 0.216
H -0.4158 1.6617 -7.2576 0.219
H -0.1410 2.8916 -6.0261 0.215
H -1.6734 1.7885 -4.4421 0.202
H -1.8945 0.1515 -1.4029 0.221
H -2.9944 -0.7037 -2.4965 0.213
H -2.8355 1.0469 -2.5961 0.227
H -4.4593 -1.3474 2.5104 0.179
H -4.5731 -0.2849 1.0771 0.176
H -5.3020 -1.9095 1.0465 0.205
H -2.7279 0.2322 2.4178 0.219
```

## Properties
Kohn-Sham gap = 7.7 eV
Total energy = -1376.5487 Eh
HOMO = -8.3 eV
ΔE to the lowest compared entry with this formula, charge and spin = 58.6 kcal/mol